Model i:
ORCA calculation (wB97M-V/def2-TZVPD) on a 2-piece molecular cluster, C4H8BrF overall.

The calculation puts the LUMO energy (alpha / beta) at -0.425 / -0.338 eV. The orbital gap (alpha / beta) is 8.14 / 10.22 eV. The total charge is 0. As for the HOMO energy (alpha / beta): -8.56 / -10.56 eV.

Each line ends with the natural charge from an NBO analysis.
Element x y z (Å)
C -0.8730 0.1468 0.7558  -0.624
C 0.1272 1.0507 -1.3187  -0.641
C 1.4524 -0.5902 0.1256  -0.258
C 0.4680 0.5725 0.1635  0.252
F 0.9471 1.6369 0.8410  -0.351
Br 3.2727 -0.1434 -0.0498  0.096
H -0.7688 -0.4390 1.7031  0.229
H -1.3357 -0.4889 -0.1027  0.205
H -1.5140 0.9649 0.7362  0.225
H -0.0217 2.2006 -1.3790  0.238
H 0.9565 0.7435 -1.9200  0.215
H -0.6569 0.4659 -1.7538  0.210
H 1.0701 -1.4979 -0.3977  0.205
H 1.2752 -1.8176 2.5578  -0.001



Model ii:
ORCA calculation (wB97M-V/def2-TZVPD) on a 2-piece molecular cluster, C4H8BrF overall.

The calculation puts the LUMO energy (alpha / beta) at -0.152 / 0.644 eV. The orbital gap (alpha / beta) is 7.51 / 9.20 eV. The total charge is 0. As for the HOMO energy (alpha / beta): -7.66 / -8.56 eV.

Each line ends with the natural charge from an NBO analysis.
Element x y z (Å)
C -1.3420 0.9083 -0.2143  -0.683
C -0.4929 -1.3863 0.7887  -0.716
C -0.6969 -0.4700 -0.3630  -0.058
C 1.8611 0.6724 -0.6652  0.069
F 1.6514 1.8791 -0.0966  -0.350
Br 2.8424 -0.4891 0.3719  0.045
H -0.5319 1.7322 -0.4686  0.240
H -2.1354 1.1191 -0.9053  0.224
H -1.6410 0.9360 0.8168  0.211
H 0.5162 -1.3342 1.2694  0.241
H -0.6475 -2.4602 0.7499  0.234
H -1.0880 -0.9228 1.6618  0.207
H -0.6519 -0.9684 -1.3787  0.191
H 2.3563 0.7841 -1.5669  0.147



Most favorable structure: model ii. The second most favorable one is 0.633 eV above it.



Model i:
ORCA calculation (wB97M-V/def2-TZVPD) on a 2-piece molecular cluster, C3HO4 overall.

The calculation puts the LUMO energy at 3.917 eV. The orbital gap is 6.32 eV. The total charge is -1. As for the HOMO energy: -2.40 eV.

Each line ends with the natural charge from an NBO analysis.
Element x y z (Å)
C -0.1260 0.3957 -0.5226  -0.016
C 0.1145 1.6404 -0.0502  0.407
C 2.0829 -0.1207 -0.2578  1.041
O 1.8192 -0.9702 0.4714  -0.558
O -0.1377 -0.1589 -1.6756  -0.786
O 0.7288 2.4008 0.6260  -0.592
O 2.7880 0.5311 -0.9477  -0.577
H -0.8266 -0.0368 0.4954  0.082



Model ii:
ORCA calculation (wB97M-V/def2-TZVPD) on an isolated ion of composition C3HO4 and charge -1.

The calculation puts the LUMO energy at 4.236 eV. The orbital gap is 6.59 eV. The total charge is -1. Its structure (SMILES) is O=c1occ([O-])o1. As for the HOMO energy: -2.35 eV.

Each line ends with the natural charge from an NBO analysis.
Element x y z (Å)
O 2.3040 -0.9451 -0.3346  -0.677
C 1.1654 -0.5199 -0.2574  0.953
O 0.9015 0.3538 0.7393  -0.503
C -0.4452 0.7625 0.6497  -0.362
C -1.0443 -0.0974 -0.4598  0.628
O -2.2001 -0.1522 -0.8831  -0.714
O 0.0614 -0.8462 -0.9291  -0.513
H -0.7428 1.4444 1.4750  0.189



Most favorable structure: model ii. The second most favorable one is 1.563 eV above it.



Model i:
ORCA calculation (wB97M-V/def2-TZVPD) on a 10-piece molecular cluster, C5H31NO9 overall.

The calculation puts the LUMO energy at 0.137 eV. The orbital gap is 8.53 eV. The total charge is 0. Its structure (SMILES) is CCN(C)CC.O.O.O.O.O.O.O.O.O. As for the HOMO energy: -8.39 eV.

Each line ends with the natural charge from an NBO analysis.
Element x y z (Å)
C 1.4180 3.2619 0.7653  -0.625
C 0.5762 2.1760 0.0495  -0.221
N 1.0212 0.7911 -0.1605  -0.514
C 2.5417 0.4895 -0.1430  -0.445
C 0.0667 -0.1368 0.5969  -0.218
C 0.3075 -0.3036 2.0915  -0.636
H 1.8718 2.9024 1.6570  0.217
H 2.1553 3.8059 0.0838  0.205
H 0.6714 4.1090 1.0339  0.207
H 0.3642 2.6244 -0.9129  0.187
H -0.4078 2.2054 0.5621  0.184
H 2.9193 -0.2779 -0.7709  0.208
H 2.9139 0.3948 0.9330  0.219
H 2.9798 1.5173 -0.4578  0.204
H 0.1516 -1.1259 0.1081  0.178
H -0.9480 0.2025 0.4953  0.212
H -0.0255 0.5806 2.6600  0.206
H 1.3599 -0.5636 2.2986  0.212
H -0.3012 -1.1834 2.5495  0.213
O 2.6132 -3.1042 0.1407  -0.936
H 2.3499 -4.0405 0.0053  0.473
H 1.8339 -2.6943 -0.2643  0.464
O -0.5975 -4.1472 -0.4031  -0.950
H -0.9418 -3.7654 0.3721  0.465
H -0.4207 -3.4346 -0.9846  0.488
O -4.3576 1.3706 -0.4993  -0.970
H -4.0054 0.7238 -1.1047  0.494
H -5.3267 1.2142 -0.6010  0.471
O 3.9407 2.0253 2.1877  -0.971
H 4.8593 1.8446 1.9583  0.491
H 3.7120 2.1052 3.1086  0.488
O -0.5054 -1.8471 -2.1196  -1.000
H -0.0092 -1.0412 -2.4452  0.509
H -1.2944 -1.5375 -1.7284  0.489
O 1.3859 1.0795 -3.2106  -0.965
H 1.3312 0.9248 -2.2319  0.495
H 2.1578 1.4323 -3.4146  0.458
O -2.9167 -0.5756 -1.6903  -0.989
H -2.7718 -0.9713 -2.7049  0.491
H -3.5067 -1.4133 -1.4070  0.517
O -3.1348 -3.3491 -0.7288  -1.010
H -3.2386 -3.3560 0.2102  0.496
H -2.3771 -3.6910 -1.1994  0.517
O -2.9126 1.3466 2.0856  -0.968
H -2.1728 2.0317 2.0383  0.459
H -3.3303 1.4000 1.1916  0.501



Model ii:
ORCA calculation (wB97M-V/def2-TZVPD) on a 10-piece molecular cluster, C5H31NO9 overall.

The calculation puts the LUMO energy at -0.209 eV. The orbital gap is 8.15 eV. The total charge is 0. Its structure (SMILES) is CCCCNC.O.O.O.O.O.O.O.O.O. As for the HOMO energy: -8.36 eV.

Each line ends with the natural charge from an NBO analysis.
Element x y z (Å)
C 1.7742 -3.2015 1.6157  -0.618
C 1.8747 -1.8721 0.9131  -0.404
C 0.7008 -1.6047 -0.0548  -0.423
C 0.9715 -0.6338 -1.2167  -0.228
N 0.7109 0.8032 -1.0190  -0.700
C 1.2608 1.4680 0.1381  -0.405
H 2.6106 -3.1944 2.3358  0.200
H 2.0233 -4.0832 1.0253  0.213
H 0.9026 -3.4204 2.2303  0.212
H 2.0018 -1.0466 1.6184  0.175
H 2.7125 -1.7773 0.2185  0.206
H 0.6025 -2.5678 -0.5659  0.202
H -0.2415 -1.2908 0.3912  0.218
H 1.9799 -0.5418 -1.6287  0.187
H 0.3292 -1.0207 -2.0097  0.221
H -0.2458 1.1235 -1.1086  0.413
H 1.9506 0.8491 0.7084  0.159
H 1.8085 2.3982 -0.0696  0.187
H 0.4641 1.7866 0.8225  0.180
O 0.9300 2.1960 -3.5559  -0.964
H 1.2436 1.6217 -4.2427  0.454
H 1.1589 1.5872 -2.8124  0.487
O 4.1993 0.5332 2.1595  -0.939
H 3.9239 -0.3755 2.3040  0.471
H 3.5862 0.9257 1.5312  0.471
O -1.7919 -0.3987 2.2950  -0.959
H -2.1515 -0.8371 3.0756  0.483
H -1.3542 0.3689 2.7180  0.519
O -0.3650 0.7004 4.2550  -0.956
H 0.5967 0.6955 4.3334  0.487
H -0.5742 0.6559 5.1995  0.482
O -3.2693 -0.8592 0.2377  -0.980
H -2.6961 -0.6748 1.0315  0.514
H -4.1741 -0.5479 0.3002  0.485
O -2.1687 1.1834 -0.7704  -1.037
H -2.6148 0.2844 -0.5936  0.500
H -2.2784 1.7392 0.0087  0.499
O -2.0816 3.7578 0.0591  -0.956
H -2.4087 3.6914 -0.8484  0.488
H -1.2677 4.2592 -0.0712  0.477
O -0.7950 -2.2671 -3.8946  -0.946
H -1.4008 -1.5612 -3.6439  0.478
H -1.2381 -3.0924 -3.6839  0.471
O -2.7052 1.5115 -3.3926  -0.998
H -2.6148 1.2265 -2.4646  0.497
H -1.8796 1.5026 -3.8786  0.478



Most favorable structure: model ii. The second most favorable one is 1.579 eV above it.



Model i:
ORCA calculation (wB97M-V/def2-TZVPD) on a 2-piece molecular cluster, ClHNO2S overall.

The calculation puts the LUMO energy at 0.596 eV. The orbital gap is 4.39 eV. The total charge is -1. As for the HOMO energy: -3.80 eV.

Each line ends with the natural charge from an NBO analysis.
Element x y z (Å)
N 1.1418 0.0039 -0.2601  -0.973
O 0.5081 2.4126 0.3452  -0.851
O -1.1706 1.2028 -0.7168  -0.820
S 0.0532 1.1045 0.0249  2.214
Cl -1.4572 -3.7889 0.6152  -0.997
H 0.9247 -0.9348 -0.0084  0.427



Model ii:
ORCA calculation (wB97M-V/def2-TZVPD) on a 2-piece molecular cluster, ClHNO2S overall.

The calculation puts the LUMO energy (alpha / beta) at 1.626 / 1.632 eV. The orbital gap (alpha / beta) is 5.94 / 5.94 eV. The total charge is -1. As for the HOMO energy (alpha / beta): -4.31 / -4.31 eV.

Each line ends with the natural charge from an NBO analysis.
Element x y z (Å)
N 1.7013 0.7367 -0.5254  -0.669
O 3.9680 1.8481 0.4244  -0.912
O -0.4803 0.3206 -0.0015  -0.853
S 3.1730 0.9320 -0.3807  1.546
Cl 3.9478 -1.1894 0.1521  -0.524
H -0.6557 -0.2794 -0.7159  0.411



Model iii:
ORCA calculation (wB97M-V/def2-TZVPD) on an isolated ion of composition ClHNO2S and charge -1.

The calculation puts the LUMO energy at 3.997 eV. The orbital gap is 8.51 eV. The total charge is -1. As for the HOMO energy: -4.51 eV.

Each line ends with the natural charge from an NBO analysis.
Element x y z (Å)
N 0.3172 0.4623 0.6466  -0.567
O 0.6202 -1.2989 -1.2358  -0.949
O 0.8706 1.1727 -0.5597  -0.676
S -0.1654 -0.1823 -0.7800  1.578
Cl -1.3639 -1.3466 0.9311  -0.740
H -0.2788 1.1929 0.9978  0.354



Most favorable structure: model i. The second most favorable one is 0.593 eV above it.